81
Properties=species:S:1:pos:R:3:lowdin_charge:R:1 method="wB97M-V/def2-TZVPD" largest_force_ev_per_a=2.22 energy_ev=-86588.3698 gap_ev=6.57 homo_energy_ev=-7.3
Ir -0.782 -0.346 -1.112 1.22
C 1.845 -0.085 2.213 -0.01
C 0.844 -0.434 1.166 -0.30
N 0.349 0.431 0.336 -0.17
N 0.668 1.739 0.444 0.04
C 0.376 2.406 -0.655 -0.79
N 0.723 3.712 -0.687 0.10
S -0.433 1.778 -2.050 0.73
C 0.257 -1.781 1.096 -0.25
C 0.603 -2.800 1.971 0.01
C -0.113 -3.986 1.947 -0.03
C -1.172 -4.124 1.065 -0.03
C -1.452 -3.085 0.194 -0.08
N -0.739 -1.962 0.194 -0.04
H 2.091 0.968 2.141 0.06
H 2.761 -0.665 2.067 0.09
H 1.458 -0.298 3.213 0.10
H 1.451 3.976 -0.041 0.10
H 0.815 4.116 -1.606 0.09
H 1.417 -2.655 2.666 0.12
H 0.149 -4.791 2.620 0.11
H -1.769 -5.024 1.030 0.11
H -2.243 -3.149 -0.544 0.11
C -1.556 -0.218 2.751 -0.07
C -2.951 0.286 2.346 -0.17
C -2.967 1.556 1.536 -0.18
C -3.068 2.786 2.181 -0.04
C -3.274 3.952 1.464 -0.07
C -3.507 3.871 0.097 -0.04
C -3.439 2.656 -0.582 -0.16
C -3.978 2.618 -2.011 -0.19
C -3.063 2.453 -3.220 -0.17
C -3.041 1.527 0.159 -0.21
N -2.723 0.308 -0.499 -0.06
C -3.684 -0.379 -1.037 -0.07
C -3.367 -1.352 -2.014 -0.35
C -4.135 -2.317 -2.670 -0.05
C -3.248 -2.994 -3.511 -0.09
C -1.988 -2.407 -3.329 -0.17
N -2.052 -1.417 -2.429 -0.10
H -1.642 -1.079 3.415 0.08
H -0.987 0.559 3.265 0.09
H -0.977 -0.530 1.858 0.02
H -3.540 0.483 3.244 0.11
H -3.485 -0.501 1.805 0.10
H -3.003 2.814 3.263 0.11
H -3.320 4.907 1.970 0.10
H -3.779 4.761 -0.457 0.11
H -4.532 3.551 -2.131 0.10
H -4.740 1.834 -2.068 0.10
H -2.278 3.205 -3.238 0.04
H -3.663 2.559 -4.127 0.08
H -2.595 1.470 -3.251 0.01
H -4.722 -0.169 -0.783 0.15
H -5.195 -2.476 -2.550 0.10
H -3.472 -3.784 -4.208 0.09
H -1.082 -2.645 -3.866 0.10
N 6.346 -0.473 3.683 0.10
C 5.758 -0.101 2.480 -0.33
C 6.128 -0.721 1.286 -0.03
C 5.584 -0.309 0.081 -0.05
C 4.661 0.726 0.054 -0.28
C 4.288 1.352 1.236 -0.10
C 4.830 0.945 2.439 -0.05
S 3.927 1.227 -1.474 0.57
O 3.729 2.650 -1.395 -0.31
O 4.751 0.689 -2.532 -0.36
N 2.485 0.544 -1.425 -0.12
C 2.209 -0.626 -1.936 -0.66
S 3.339 -1.734 -2.715 1.07
C 2.123 -2.967 -2.750 -0.40
C 0.975 -2.506 -2.239 -0.28
N 0.989 -1.187 -1.811 -0.15
H 6.745 -1.396 3.714 0.09
H 5.841 -0.229 4.518 0.09
H 6.862 -1.519 1.304 0.11
H 5.883 -0.776 -0.848 0.11
H 3.572 2.163 1.202 0.11
H 4.548 1.444 3.359 0.12
H 2.310 -3.948 -3.150 0.06
H 0.068 -3.078 -2.122 0.08

=====

72
Properties=species:S:1:pos:R:3:lowdin_charge:R:1 method="wB97M-V/def2-TZVPD" largest_force_ev_per_a=2.57 energy_ev=-90958.6569 total_charge=+1 gap_ev=6.76 homo_energy_ev=-9.7
C -2.520 -1.868 -2.541 -0.04
C -1.253 -1.439 -2.150 -0.22
C -0.975 -0.049 -2.241 -0.21
C -1.879 0.828 -2.834 -0.12
C -3.131 0.372 -3.243 -0.01
C -3.452 -0.977 -3.080 -0.06
C -1.524 2.306 -2.846 -0.18
C -0.018 2.514 -2.933 -0.12
C 0.798 1.557 -2.339 -0.21
C 2.213 1.684 -2.376 -0.23
C 2.743 2.874 -2.871 -0.05
C 1.914 3.875 -3.389 -0.06
C 0.530 3.692 -3.431 -0.01
H -2.779 -2.923 -2.426 0.12
H -3.833 1.086 -3.679 0.12
H -4.433 -1.336 -3.386 0.11
H -2.006 2.794 -3.698 0.15
H 3.828 3.018 -2.857 0.12
H 2.345 4.803 -3.765 0.11
H -0.145 4.450 -3.836 0.13
N 0.188 0.486 -1.650 -0.17
Lu 0.387 0.506 0.404 1.45
C -0.195 -2.395 -1.630 -0.28
H 0.767 -2.230 -2.144 0.09
H -0.515 -3.435 -1.784 0.10
C 3.099 0.560 -1.868 -0.29
H 2.747 -0.420 -2.232 0.09
H 4.142 0.713 -2.181 0.10
P 0.162 -2.185 0.187 0.82
P 3.094 0.459 -0.013 0.81
C 4.111 1.911 0.379 -0.24
H 4.037 2.118 1.452 0.02
H 5.161 1.726 0.114 0.06
H 3.747 2.790 -0.166 0.05
C 4.186 -0.951 0.333 -0.25
H 5.237 -0.670 0.176 0.06
H 4.041 -1.246 1.380 0.03
H 3.929 -1.805 -0.308 0.04
C -1.351 -2.948 0.860 -0.23
H -1.307 -4.038 0.739 0.06
H -1.440 -2.700 1.923 0.03
H -2.239 -2.559 0.350 0.05
C 1.408 -3.469 0.503 -0.25
H 1.843 -3.286 1.495 0.04
H 0.937 -4.462 0.495 0.06
H 2.209 -3.429 -0.247 0.04
C -1.995 2.893 -1.590 -0.17
O -1.584 2.652 -0.464 0.04
H -2.779 3.560 -1.975 0.15
C -4.959 -1.165 2.647 -0.10
C -4.620 -0.617 1.401 -0.09
C -3.395 0.014 1.225 -0.05
C -2.455 0.031 2.293 -0.31
C -2.845 -0.424 3.568 -0.05
C -4.078 -1.055 3.728 -0.08
N -1.173 0.462 2.009 -0.11
C -0.068 0.337 2.879 -0.38
C 0.939 1.353 2.723 -0.16
C 2.231 1.113 3.209 -0.12
C 2.550 -0.129 3.753 -0.11
C 1.560 -1.096 3.954 -0.07
C 0.243 -0.853 3.582 -0.05
H -5.919 -1.666 2.776 0.10
H -5.316 -0.675 0.560 0.11
H -3.113 0.476 0.275 0.09
H -2.157 -0.312 4.406 0.11
H -4.344 -1.458 4.706 0.11
H 0.634 2.326 2.298 0.12
H 2.986 1.899 3.155 0.10
H 3.581 -0.349 4.038 0.11
H 1.817 -2.043 4.429 0.12
H -0.549 -1.578 3.771 0.10

=====

67
Properties=species:S:1:pos:R:3:nbo_charge:R:1 method="wB97M-V/def2-TZVPD" largest_force_ev_per_a=2.87 energy_ev=-35218.3881 total_charge=+1 gap_ev=3.89 homo_energy_ev=-9.7
C -4.930 -0.877 2.937 -0.66
C -3.551 -0.385 2.629 0.13
C -3.404 0.827 1.937 -0.23
C -2.168 1.440 1.833 -0.11
C -0.986 0.799 2.321 -0.11
C 0.300 1.441 2.263 0.10
C 1.519 0.693 2.485 -0.10
C 2.638 1.260 3.158 -0.13
C 3.806 0.528 3.332 -0.22
C 3.906 -0.786 2.849 -0.10
C 2.862 -1.332 2.096 -0.22
C 1.683 -0.612 1.919 -0.15
C -1.155 -0.480 2.937 -0.11
C -2.407 -1.056 3.083 -0.24
H -4.963 -1.967 3.027 0.24
H -5.298 -0.462 3.886 0.26
H -5.619 -0.539 2.155 0.24
H -4.290 1.300 1.507 0.24
H -2.098 2.432 1.384 0.24
H 0.324 2.523 2.435 0.24
H 2.552 2.279 3.551 0.24
H 4.653 0.980 3.857 0.24
H 4.797 -1.380 3.059 0.24
H 2.951 -2.329 1.660 0.24
H 0.880 -1.031 1.309 0.24
H -0.286 -1.001 3.347 0.23
H -2.507 -2.031 3.572 0.24
C 5.685 7.545 0.755 -0.22
C 4.535 8.137 0.252 -0.16
C 3.344 7.391 0.079 -0.09
C 2.198 7.959 -0.524 -0.17
C 1.077 7.184 -0.790 -0.22
C 1.051 5.835 -0.387 -0.21
C 2.140 5.238 0.224 -0.03
C 2.074 3.747 0.542 -0.42
C 1.995 2.975 -0.769 -0.04
C 2.200 1.475 -0.739 -0.44
C 1.326 0.843 -1.843 -0.19
C -0.121 0.873 -1.315 -0.44
C -0.399 2.288 -0.839 -0.22
N 0.638 3.250 -1.308 -0.46
C 0.749 3.094 -2.811 -0.23
C 1.347 1.727 -3.126 -0.44
C 3.321 6.004 0.484 0.02
C 4.493 5.455 1.053 -0.22
C 5.662 6.197 1.163 -0.21
H 6.606 8.125 0.837 0.22
H 4.519 9.195 -0.030 0.22
H 2.234 9.016 -0.797 0.22
H 0.222 7.599 -1.318 0.22
H 0.164 5.221 -0.562 0.24
H 2.917 3.392 1.140 0.21
H 1.156 3.569 1.120 0.19
H 2.720 3.413 -1.486 0.22
H 3.258 1.215 -0.863 0.22
H 1.880 1.111 0.241 0.19
H 1.653 -0.176 -2.065 0.22
H -0.825 0.594 -2.104 0.22
H -0.261 0.170 -0.483 0.19
H -1.366 2.664 -1.214 0.22
H -0.430 2.317 0.253 0.17
H -0.258 3.207 -3.245 0.20
H 1.390 3.910 -3.171 0.22
H 2.371 1.845 -3.498 0.21
H 0.753 1.239 -3.908 0.22
H 4.483 4.422 1.400 0.19
H 6.556 5.722 1.565 0.22